[1]
{
  "formula": "C5H10O",
  "method": "ωB97M-V/def2-TZVPD",
  "species": ["C", "C", "C", "C", "C", "H", "H", "H", "H", "H", "H", "H", "H", "H", "H", "O"],
  "positions_angstrom": [[-0.56, -1.74, 0.88], [-0.33, -0.27, 0.78], [-1.36, 0.70, 0.77], [1.52, 1.49, 0.46], [1.07, 0.20, 0.38], [-0.75, -2.32, 1.89], [0.43, -2.15, 0.75], [-1.16, -2.27, 0.06], [-2.34, 0.38, 1.15], [-1.06, 1.64, 0.30], [0.92, 2.39, 0.34], [2.63, 1.73, 0.53], [1.82, -0.59, 0.06], [-0.79, 0.79, -3.01], [0.20, 0.05, -2.24], [-0.23, -0.02, -3.09]],
  "mulliken_charge": [-1.159, 0.992, -0.775, -0.736, -0.384, 0.298, 0.348, 0.268, 0.305, 0.161, 0.188, 0.223, 0.274, 0.330, 0.317, -0.649],
  "homo_energy_ev": -8.7,
  "smiles": "C=CC(=C)C.O",
  "e_tot_ev": -7391.8081,
  "e_lumo_ev": 0.2,
  "orbital_gap_ev": 8.81,
  "charge": 0,
  "e_above_lowest_kcal_mol": 68.2
}

[2]
{
  "formula": "C5H10O",
  "method": "ωB97M-V/def2-TZVPD",
  "species": ["C", "C", "C", "C", "C", "O", "H", "H", "H", "H", "H", "H", "H", "H", "H", "H"],
  "positions_angstrom": [[0.14, 1.01, 1.56], [-0.22, -0.35, 0.97], [-1.05, -0.26, -0.32], [-0.11, 0.08, -1.50], [1.12, -0.76, -1.30], [2.23, -0.34, -1.06], [0.85, 0.88, 2.39], [0.63, 1.64, 0.81], [-0.74, 1.55, 1.94], [-0.68, -1.01, 1.71], [-1.55, -1.22, -0.52], [-1.84, 0.49, -0.22], [-0.57, -0.16, -2.47], [0.16, 1.14, -1.50], [0.90, -1.85, -1.23], [0.73, -0.83, 0.75]],
  "mulliken_charge": [-1.165, -0.311, -0.694, -0.495, -0.058, -0.493, 0.341, 0.271, 0.334, 0.362, 0.311, 0.332, 0.357, 0.289, 0.370, 0.249],
  "homo_energy_ev": -9.8,
  "smiles": "CCCCC=O",
  "e_tot_ev": -7394.1268,
  "e_lumo_ev": 1.1,
  "orbital_gap_ev": 10.86,
  "charge": 0,
  "e_above_lowest_kcal_mol": 14.7
}

[3]
{
  "formula": "C5H10O",
  "method": "ωB97M-V/def2-TZVPD",
  "species": ["C", "C", "C", "C", "O", "C", "H", "H", "H", "H", "H", "H", "H", "H", "H", "H"],
  "positions_angstrom": [[-1.63, 0.81, -0.48], [-0.47, 0.02, 0.06], [-0.66, -0.60, 1.41], [0.71, -0.02, -0.59], [0.84, 0.29, -1.92], [2.05, -0.27, 0.05], [-1.39, 1.32, -1.42], [-1.85, 1.60, 0.25], [-2.56, 0.24, -0.62], [-0.01, 0.10, -2.34], [-0.62, 0.12, 2.24], [0.09, -1.38, 1.61], [-1.64, -1.09, 1.45], [2.11, 0.25, 1.01], [2.27, -1.33, 0.22], [2.81, 0.14, -0.61]],
  "mulliken_charge": [-1.278, 0.495, -1.407, 0.791, -0.581, -1.312, 0.347, 0.291, 0.318, 0.323, 0.298, 0.320, 0.387, 0.322, 0.299, 0.388],
  "homo_energy_ev": -8.1,
  "smiles": "CC(C)=C(C)O",
  "e_tot_ev": -7394.0318,
  "e_lumo_ev": 0.9,
  "orbital_gap_ev": 8.98,
  "charge": 0,
  "e_above_lowest_kcal_mol": 16.9
}

[4]
{
  "formula": "C5H10O",
  "method": "ωB97M-V/def2-TZVPD",
  "species": ["O", "C", "C", "C", "C", "C", "H", "H", "H", "H", "H", "H", "H", "H", "H", "H"],
  "positions_angstrom": [[2.50, 0.44, 0.10], [1.49, -0.45, 0.50], [0.29, -0.18, -0.37], [-1.02, -0.95, -0.07], [-1.80, 0.34, -0.39], [-0.50, 1.14, -0.17], [3.23, 0.41, 0.73], [1.80, -1.50, 0.39], [1.21, -0.30, 1.56], [0.58, -0.30, -1.42], [-1.08, -1.20, 1.00], [-1.23, -1.85, -0.66], [-2.12, 0.36, -1.44], [-2.66, 0.58, 0.24], [-0.41, 1.49, 0.86], [-0.28, 1.97, -0.85]],
  "mulliken_charge": [-0.516, -0.711, 0.226, -0.695, -0.481, -0.707, 0.308, 0.305, 0.336, 0.294, 0.247, 0.320, 0.229, 0.310, 0.239, 0.295],
  "homo_energy_ev": -10.2,
  "smiles": "OCC1CCC1",
  "e_tot_ev": -7393.7184,
  "e_lumo_ev": 1.0,
  "orbital_gap_ev": 11.19,
  "charge": 0,
  "e_above_lowest_kcal_mol": 24.1
}

[5]
{
  "formula": "C5H10O",
  "method": "ωB97M-V/def2-TZVPD",
  "species": ["C", "C", "C", "C", "C", "O", "H", "H", "H", "H", "H", "H", "H", "H", "H", "H"],
  "positions_angstrom": [[1.24, -0.94, 0.42], [0.34, 0.29, 0.45], [0.66, 1.50, -0.46], [-0.81, 1.56, -0.94], [-1.00, 0.19, -0.27], [-1.82, -0.68, -0.38], [0.79, -1.76, 0.98], [1.40, -1.28, -0.61], [2.22, -0.72, 0.87], [0.17, 0.62, 1.49], [1.04, 2.40, 0.04], [1.35, 1.23, -1.27], [-1.41, 2.33, -0.44], [-1.02, 1.59, -2.01], [-1.58, -3.27, 1.37], [-1.64, -2.66, 0.95]],
  "mulliken_charge": [-1.337, 0.409, -0.707, -0.435, 0.275, -0.528, 0.292, 0.328, 0.359, 0.273, 0.294, 0.268, 0.230, 0.291, 0.224, -0.236],
  "homo_energy_ev": -9.5,
  "smiles": "C[C@H]1CCC1=O.[H][H]",
  "e_tot_ev": -7393.0968,
  "e_lumo_ev": 0.9,
  "orbital_gap_ev": 10.42,
  "charge": 0,
  "e_above_lowest_kcal_mol": 38.5
}

[6]
{
  "formula": "C5H10O",
  "method": "ωB97M-V/def2-TZVPD",
  "species": ["C", "C", "C", "C", "C", "O", "H", "H", "H", "H", "H", "H", "H", "H", "H", "H"],
  "positions_angstrom": [[1.17, 0.18, -1.21], [0.01, -0.61, -0.72], [0.05, -1.39, 0.53], [0.15, -0.35, 1.59], [-0.95, -0.33, 0.60], [-1.14, 2.45, -0.18], [1.88, -0.48, -1.72], [1.71, 0.71, -0.42], [0.84, 0.93, -1.93], [-0.78, 1.54, 0.04], [-0.52, -1.10, -1.54], [-0.10, -2.44, 0.67], [-0.12, -0.67, 2.59], [0.94, 0.40, 1.56], [-2.02, -0.41, 0.78], [-1.78, 2.20, -0.87]],
  "mulliken_charge": [-1.224, 0.347, -0.507, -0.435, -0.436, -0.695, 0.380, 0.279, 0.336, 0.304, 0.366, 0.313, 0.245, 0.088, 0.308, 0.330],
  "homo_energy_ev": -9.7,
  "smiles": "C[C@H]1[C@H]2C[C@@H]12.O",
  "e_tot_ev": -7392.0949,
  "e_lumo_ev": 1.0,
  "orbital_gap_ev": 10.77,
  "charge": 0,
  "e_above_lowest_kcal_mol": 61.6
}

[7]
{
  "formula": "C5H10O",
  "method": "ωB97M-V/def2-TZVPD",
  "species": ["C", "C", "C", "C", "C", "O", "H", "H", "H", "H", "H", "H", "H", "H", "H", "H"],
  "positions_angstrom": [[-1.74, -0.12, 0.96], [-0.98, 0.38, -0.26], [-0.05, 1.56, -0.12], [0.50, 0.19, -0.48], [1.52, -0.78, 0.10], [2.16, -1.30, -1.12], [-2.00, -1.18, 0.87], [-1.15, 0.00, 1.88], [-2.67, 0.44, 1.09], [-1.57, 0.34, -1.18], [-0.03, 2.30, -0.92], [0.05, 2.00, 0.87], [0.90, 0.01, -1.48], [2.33, -0.28, 0.65], [1.11, -1.59, 0.70], [1.62, -1.99, -1.54]],
  "mulliken_charge": [-1.447, 0.285, -0.758, -0.062, -0.452, -0.568, 0.333, 0.313, 0.367, 0.338, 0.237, 0.261, 0.362, 0.246, 0.242, 0.303],
  "homo_energy_ev": -9.9,
  "smiles": "C[C@H]1C[C@H]1CO",
  "e_tot_ev": -7392.7891,
  "e_lumo_ev": 1.0,
  "orbital_gap_ev": 10.90,
  "charge": 0,
  "e_above_lowest_kcal_mol": 45.6
}

[8]
{
  "formula": "C5H10O",
  "method": "ωB97M-V/def2-TZVPD",
  "species": ["C", "C", "C", "C", "C", "O", "H", "H", "H", "H", "H", "H", "H", "H", "H", "H"],
  "positions_angstrom": [[-1.09, -0.80, -1.14], [-0.99, -0.40, 0.30], [0.55, 0.02, 1.09], [1.75, -0.23, 0.27], [-0.50, 0.97, 0.67], [-0.23, 1.79, -0.44], [-0.20, -0.57, -1.72], [-1.91, -0.28, -1.64], [-1.27, -1.87, -1.27], [-1.83, -0.75, 0.92], [-0.01, -0.95, 1.46], [2.54, 0.38, 0.73], [2.11, -1.26, 0.28], [1.65, 0.10, -0.77], [-1.06, 1.48, 1.46], [0.50, 2.37, -0.20]],
  "mulliken_charge": [-1.215, -0.117, -0.059, -1.156, -0.125, -0.548, 0.245, 0.313, 0.368, 0.414, 0.261, 0.362, 0.294, 0.322, 0.306, 0.333],
  "homo_energy_ev": -7.9,
  "smiles": "C[C@@H]1[C@H](C)[C@@H]1O",
  "e_tot_ev": -7391.3531,
  "e_lumo_ev": 0.9,
  "orbital_gap_ev": 8.79,
  "charge": 0,
  "e_above_lowest_kcal_mol": 78.7
}

[9]
{
  "formula": "C5H10O",
  "method": "ωB97M-V/def2-TZVPD",
  "species": ["O", "C", "C", "C", "C", "C", "H", "H", "H", "H", "H", "H", "H", "H", "H", "H"],
  "positions_angstrom": [[1.74, -0.33, 2.00], [0.73, -0.93, 1.71], [0.47, -1.35, 0.28], [-0.75, -0.63, -0.28], [-0.78, 0.89, -0.27], [0.27, 1.55, -1.19], [0.00, -1.14, 2.51], [0.28, -2.43, 0.34], [1.43, -1.17, -0.20], [-1.57, -1.05, 0.32], [-0.97, -1.00, -1.29], [-0.67, 1.24, 0.75], [-1.79, 1.14, -0.60], [0.88, 0.80, -1.70], [1.02, 2.12, -0.63], [-0.30, 2.29, -1.75]],
  "mulliken_charge": [-0.472, -0.105, -0.324, -0.931, -0.375, -1.030, 0.379, 0.336, 0.243, 0.379, 0.332, 0.321, 0.370, 0.309, 0.256, 0.311],
  "homo_energy_ev": -9.7,
  "smiles": "CCCCC=O",
  "e_tot_ev": -7393.9751,
  "e_lumo_ev": 1.0,
  "orbital_gap_ev": 10.77,
  "charge": 0,
  "e_above_lowest_kcal_mol": 18.2
}

[10]
{
  "formula": "C5H10O",
  "method": "ωB97M-V/def2-TZVPD",
  "species": ["C", "C", "C", "O", "C", "C", "H", "H", "H", "H", "H", "H", "H", "H", "H", "H"],
  "positions_angstrom": [[2.25, 0.67, -0.67], [0.78, 0.35, -0.48], [0.35, -0.67, 0.38], [-0.63, 0.44, 1.63], [-1.06, -0.64, 0.84], [-2.18, -0.36, -0.14], [2.82, 0.44, 0.23], [2.40, 1.73, -0.90], [2.69, 0.09, -1.50], [0.14, 0.93, 0.57], [0.13, 0.58, -1.32], [1.06, -1.20, 1.02], [-1.31, -1.50, 1.47], [-1.97, 0.51, -0.77], [-3.09, -0.14, 0.43], [-2.37, -1.23, -0.78]],
  "mulliken_charge": [-1.307, -0.249, -0.184, -0.669, 0.331, -1.225, 0.330, 0.326, 0.327, 0.470, 0.300, 0.314, 0.337, 0.258, 0.342, 0.301],
  "homo_energy_ev": -8.4,
  "e_tot_ev": -7390.9548,
  "e_lumo_ev": 0.6,
  "orbital_gap_ev": 8.95,
  "charge": 0,
  "e_above_lowest_kcal_mol": 87.9
}

[11]
{
  "formula": "C5H10O2",
  "method": "ωB97M-V/def2-TZVPD",
  "species": ["O", "C", "C", "C", "C", "O", "C", "H", "H", "H", "H", "H", "H", "H", "H", "H", "H"],
  "positions_angstrom": [[0.62, 0.97, -2.17], [-0.27, 1.69, -1.37], [-0.87, 0.80, -0.01], [0.06, -0.34, 0.32], [0.82, -0.60, 1.62], [0.72, -2.02, 1.40], [-0.25, -1.84, 0.35], [1.07, 0.24, -1.54], [-1.21, 1.93, -1.89], [0.20, 2.59, -0.94], [-1.87, 0.45, -0.31], [-0.95, 1.55, 0.79], [0.96, -0.35, -0.50], [0.35, -0.30, 2.57], [1.86, -0.25, 1.60], [0.03, -2.35, -0.58], [-1.26, -2.16, 0.66]],
  "mulliken_charge": [-0.544, -0.292, -0.567, 0.702, -0.588, -0.405, -0.584, 0.340, 0.284, 0.246, 0.331, 0.329, -0.320, 0.291, 0.251, 0.228, 0.296],
  "homo_energy_ev": -9.9,
  "smiles": "OCCC1COC1",
  "e_tot_ev": -9439.1566,
  "e_lumo_ev": 0.9,
  "orbital_gap_ev": 10.79,
  "charge": 0,
  "e_above_lowest_kcal_mol": 89.6
}

[12]
{
  "formula": "C5H10O2",
  "method": "ωB97M-V/def2-TZVPD",
  "species": ["C", "C", "C", "O", "C", "C", "O", "H", "H", "H", "H", "H", "H", "H", "H", "H", "H"],
  "positions_angstrom": [[-1.60, -0.46, -0.51], [-0.64, 0.11, 0.53], [0.61, -0.75, 0.82], [0.49, -2.09, 0.41], [1.45, 0.19, -0.05], [0.31, 1.22, -0.02], [0.06, 1.75, -1.30], [-2.41, 0.25, -0.71], [-2.04, -1.40, -0.15], [-1.09, -0.66, -1.45], [-1.20, 0.40, 1.43], [0.89, -0.69, 1.88], [1.37, -2.47, 0.40], [2.44, 0.51, 0.30], [1.53, -0.21, -1.07], [0.48, 2.02, 0.71], [-0.71, 2.33, -1.25]],
  "mulliken_charge": [-1.406, 0.029, 0.175, -0.547, -1.080, 0.116, -0.565, 0.379, 0.361, 0.297, 0.333, 0.329, 0.300, 0.334, 0.292, 0.320, 0.333],
  "homo_energy_ev": -9.8,
  "smiles": "C[C@@H]1[C@H](O)C[C@@H]1O",
  "e_tot_ev": -9441.2104,
  "e_lumo_ev": 0.9,
  "orbital_gap_ev": 10.62,
  "charge": 0,
  "e_above_lowest_kcal_mol": 42.3
}

[13]
{
  "formula": "C5H10O2",
  "method": "ωB97M-V/def2-TZVPD",
  "species": ["C", "C", "C", "C", "C", "O", "H", "H", "H", "H", "H", "H", "H", "H", "H", "H", "O"],
  "positions_angstrom": [[2.73, 1.77, 0.29], [1.67, 0.73, 0.65], [0.46, 0.70, 0.05], [-0.63, 0.03, 0.79], [-1.96, 0.15, 0.55], [-2.71, -0.97, 0.86], [2.91, 2.44, 1.14], [3.61, 1.16, 0.15], [2.33, 2.13, -0.67], [1.89, -0.14, 1.26], [0.29, 1.06, -0.99], [-0.24, -0.80, 1.36], [-2.50, 0.95, 0.05], [-2.20, -1.79, 0.77], [-1.15, -2.19, -2.07], [-2.67, -2.40, -2.21], [-1.85, -2.84, -1.97]],
  "mulliken_charge": [-0.930, -0.064, -0.230, -0.548, -0.054, -0.508, 0.282, 0.262, 0.270, 0.323, 0.299, 0.191, 0.377, 0.336, 0.318, 0.320, -0.644],
  "homo_energy_ev": -7.9,
  "smiles": "C/C=C/C=C/O.O",
  "e_tot_ev": -9439.5633,
  "e_lumo_ev": 0.8,
  "orbital_gap_ev": 8.65,
  "charge": 0,
  "e_above_lowest_kcal_mol": 80.2
}

[14]
{
  "formula": "C5H10O2",
  "method": "ωB97M-V/def2-TZVPD",
  "species": ["C", "O", "C", "C", "O", "C", "C", "H", "H", "H", "H", "H", "H", "H", "H", "H", "H"],
  "positions_angstrom": [[1.90, 1.23, -0.50], [0.73, 0.82, 0.10], [0.37, -0.48, -0.20], [0.29, -1.35, 1.07], [-1.11, -1.54, 0.86], [-1.14, -0.61, -0.24], [-1.95, 0.63, 0.07], [2.54, 0.13, -0.38], [1.73, 1.19, -1.58], [2.32, 2.25, -0.29], [0.97, -0.88, -1.29], [0.50, -0.82, 2.02], [0.85, -2.29, 1.04], [-1.49, -1.10, -1.15], [-1.95, 1.33, -0.77], [-2.98, 0.32, 0.27], [-1.57, 1.16, 0.95]],
  "mulliken_charge": [-0.645, -0.408, 0.134, -0.530, -0.440, 0.214, -1.253, 0.252, 0.303, 0.239, 0.356, 0.253, 0.262, 0.301, 0.310, 0.377, 0.275],
  "homo_energy_ev": -9.5,
  "smiles": "CO[C@H]1CO[C@H]1C",
  "e_tot_ev": -9438.8939,
  "e_lumo_ev": 1.0,
  "orbital_gap_ev": 10.52,
  "charge": 0,
  "e_above_lowest_kcal_mol": 95.7
}

[15]
{
  "formula": "C5H10O2",
  "method": "ωB97M-V/def2-TZVPD",
  "species": ["C", "C", "C", "C", "C", "O", "O", "H", "H", "H", "H", "H", "H", "H", "H", "H", "H"],
  "positions_angstrom": [[0.44, -1.33, -0.39], [1.21, 0.01, 2.10], [-1.60, 1.61, -1.54], [-0.43, 0.84, -0.98], [-0.61, -0.58, -0.81], [0.30, -2.61, -0.02], [0.56, 1.42, -0.53], [1.16, -3.01, 0.16], [1.01, 0.67, 1.17], [1.45, -0.93, -0.50], [-1.60, -1.01, -0.89], [0.38, -0.66, 2.27], [1.27, 0.70, 2.93], [2.14, -0.55, 2.05], [-1.26, 2.55, -1.97], [-2.30, 1.83, -0.73], [-2.12, 1.03, -2.31]],
  "mulliken_charge": [-0.170, -0.976, -1.210, 0.920, -0.583, -0.468, -0.709, 0.359, 0.176, 0.502, 0.323, 0.277, 0.331, 0.249, 0.344, 0.283, 0.352],
  "homo_energy_ev": -9.3,
  "smiles": "CC(=O)/C=C/O.C",
  "e_tot_ev": -9441.0618,
  "e_lumo_ev": 0.6,
  "orbital_gap_ev": 9.86,
  "charge": 0,
  "e_above_lowest_kcal_mol": 45.7
}